(A)
# C3H7N2

A cluster of 2 separate species, C3H7N2 in total (the ωB97M-V functional and the def2-TZVPD basis, the Open Molecules 2025 dataset).

As for the net charge: +1. The HOMO energy comes out at -13.84 eV. The value obtained for the LUMO energy is -5.1 eV. The calculation puts the HOMO-LUMO gap at 0.3215 Ha.

Element x y z (Å)
C: -0.018 0.835 0.011
C: -1.379 0.676 0.061
C: 0.985 -0.162 0.003
N: 2.324 -0.102 -0.025
N: -1.992 -0.554 -0.074
H: 0.173 1.817 -0.486
H: -2.044 1.442 0.357
H: 0.448 -1.920 0.304
H: 2.800 0.831 -0.236
H: 2.969 -0.962 0.157
H: -1.301 -1.197 -0.250
H: -2.965 -0.703 0.178

Taken from the natural (NBO) analysis, the atomic charges in e are: -0.54, 0.25, 0.34, -0.77, -0.69, 0.27, 0.23, 0.15, 0.44, 0.47, 0.40, 0.44

***

(B)
# C3H7N2

The ion C3H7N2 with charge +1 (the ωB97M-V functional and the def2-TZVPD basis, the Open Molecules 2025 dataset).

As for the net charge: +1. The HOMO energy comes out at -14.37 eV. As for the structure (SMILES): [NH3+]C[C@H]1C=N1. The value obtained for the LUMO energy is -3.9 eV. The calculation puts the HOMO-LUMO gap at 0.3859 Ha.

Element x y z (Å)
N: -1.706 -0.015 -0.218
C: -0.397 -0.499 0.349
C: 0.843 0.514 0.181
C: 2.222 -0.003 -0.139
N: 1.584 0.471 -1.087
H: -1.242 0.274 -1.097
H: -2.485 -0.696 -0.487
H: -1.976 0.897 0.133
H: 0.000 -1.359 -0.156
H: -0.566 -0.725 1.356
H: 0.611 1.439 0.803
H: 3.112 -0.298 0.361

Taken from the natural (NBO) analysis, the atomic charges in e are: -0.70, -0.26, -0.21, 0.14, -0.28, 0.45, 0.48, 0.45, 0.24, 0.23, 0.21, 0.26

***

(C)
# C3H7N2

The ion C3H7N2 with charge +1 (the ωB97M-V functional and the def2-TZVPD basis, the Open Molecules 2025 dataset).

As for the net charge: +1. The HOMO energy comes out at -15.52 eV. As for the structure (SMILES): [NH2+]=C1CCN1. The value obtained for the LUMO energy is -3.4 eV. The calculation puts the HOMO-LUMO gap at 0.4465 Ha.

Element x y z (Å)
N: -0.459 -0.537 -1.821
C: -0.158 -0.161 -0.606
C: -0.408 -0.693 0.738
C: 0.421 0.774 1.266
N: 0.459 0.886 -0.125
H: -0.845 -1.499 -2.018
H: 0.026 -0.049 -2.641
H: -1.361 -1.002 1.139
H: 0.245 -1.509 1.075
H: -0.210 1.529 1.803
H: 1.375 0.509 1.752
H: 0.915 1.751 -0.562

Taken from the natural (NBO) analysis, the atomic charges in e are: -0.72, 0.53, -0.46, -0.18, -0.50, 0.46, 0.44, 0.27, 0.27, 0.24, 0.23, 0.43

***

(D)
# C3H7N2

A cluster of 2 separate species, C3H7N2 in total (the ωB97M-V functional and the def2-TZVPD basis, the Open Molecules 2025 dataset).

As for the net charge: +1. The HOMO energy comes out at -15.67 eV. The value obtained for the LUMO energy is -6.6 eV. The calculation puts the HOMO-LUMO gap at 0.3329 Ha.

Element x y z (Å)
C: -0.946 -0.276 0.179
C: 0.458 -0.669 0.397
C: 1.537 0.329 0.095
N: -0.487 -1.273 -0.481
N: -1.816 0.656 0.258
H: 0.737 -1.357 1.127
H: 1.076 1.415 0.180
H: 1.958 0.151 -0.931
H: 2.420 0.245 0.710
H: -0.606 -1.336 -2.261
H: -1.798 1.332 1.077
H: -2.534 0.785 -0.351

Taken from the natural (NBO) analysis, the atomic charges in e are: 0.50, -0.04, -0.66, -0.39, -0.68, 0.23, 0.24, 0.26, 0.27, 0.40, 0.45, 0.43

***

Short version: (C) is the most stable of them.

***

(A)
# C3H7N2

A structure of composition C3H7N2 (the ωB97M-V functional and the def2-TZVPD basis, the Open Molecules 2025 dataset).

As for the net charge: +1. The HOMO energy comes out at -15.18 eV. The value obtained for the LUMO energy is -4.5 eV. The calculation puts the HOMO-LUMO gap at 0.3911 Ha.

Element x y z (Å)
C: -0.035 0.179 -0.021
C: 1.088 -0.981 1.168
C: -1.354 1.272 -1.518
N: 0.979 -0.650 -0.225
N: -0.093 0.009 1.280
H: 0.885 -1.934 1.543
H: 2.071 -0.725 1.525
H: -0.731 2.160 -1.749
H: -2.135 1.293 -0.726
H: -1.289 0.431 -2.262
H: 1.365 -1.143 -1.093
H: -0.751 0.090 2.077

Taken from the natural (NBO) analysis, the atomic charges in e are: 0.47, -0.02, -0.34, -0.60, -0.59, 0.23, 0.23, 0.24, 0.24, 0.23, 0.46, 0.46

***

(B)
# C3H7N2

The ion C3H7N2 with charge +1 (the ωB97M-V functional and the def2-TZVPD basis, the Open Molecules 2025 dataset).

As for the net charge: +1. The HOMO energy comes out at -15.13 eV. As for the structure (SMILES): NC[N+]1=CC1. The value obtained for the LUMO energy is -4.4 eV. The calculation puts the HOMO-LUMO gap at 0.3941 Ha.

Element x y z (Å)
N: -1.575 -0.557 -0.047
C: -0.892 0.670 -0.021
N: 0.605 0.225 0.031
C: 1.038 -0.917 -0.042
C: 2.092 0.129 -0.095
H: -2.144 -0.632 0.747
H: -1.961 -0.839 -0.907
H: -1.097 1.285 0.825
H: -0.893 1.155 -0.984
H: 1.002 -2.026 -0.199
H: 2.552 0.478 0.800
H: 2.689 0.192 -1.118

Taken from the natural (NBO) analysis, the atomic charges in e are: -0.82, -0.03, -0.22, 0.24, -0.22, 0.40, 0.40, 0.24, 0.23, 0.30, 0.23, 0.25

***

(C)
# C3H7N2

The ion C3H7N2 with charge +1 (the ωB97M-V functional and the def2-TZVPD basis, the Open Molecules 2025 dataset).

As for the net charge: +1. The HOMO energy (spin up / spin down) comes out at -13.19 / -13.19 eV. As for the structure (SMILES): C=[NH+]C(=C)N. The value obtained for the LUMO energy (spin up / spin down) is -6.3 / -6.3 eV. The calculation puts the HOMO-LUMO gap (spin up / spin down) at 0.2519 / 0.2519 Ha.

Element x y z (Å)
C: -1.830 -0.103 0.081
N: -0.667 -0.645 -0.089
C: 0.505 0.026 -0.047
C: 0.514 1.401 0.001
N: 1.623 -0.778 0.029
H: -2.136 0.919 -0.307
H: -2.506 -0.926 0.147
H: -0.532 -1.605 0.095
H: 1.471 2.018 0.007
H: -0.449 1.849 0.022
H: 2.449 -0.366 -0.207
H: 1.557 -1.789 0.269

Taken from the natural (NBO) analysis, the atomic charges in e are: 0.12, -0.39, 0.27, -0.40, -0.80, 0.27, 0.22, 0.43, 0.26, 0.19, 0.42, 0.41

***

Short version: (C) is the most stable of them.

***

(A)
# C21H64O11

A cluster of 11 separate species, C21H64O11 in total (the ωB97M-V functional and the def2-TZVPD basis, the Open Molecules 2025 dataset).

The HOMO energy comes out at -9.74 eV. As for the structure (SMILES): CC(C)O.CC(C)O.CC(C)O.CC(C)O.CC(C)O.CC(C)O.CC(C)O.O.O.O.O. The value obtained for the LUMO energy is 0.4 eV. The calculation puts the HOMO-LUMO gap at 0.3722 Ha.

Element x y z (Å)
C: 2.571 -4.618 1.544
C: 2.743 -4.175 3.001
C: 4.214 -4.251 3.489
O: 2.346 -2.827 3.105
H: 1.534 -4.490 1.213
H: 2.909 -5.626 1.318
H: 3.148 -4.058 0.828
H: 2.117 -4.842 3.609
H: 4.861 -3.610 2.806
H: 4.579 -5.254 3.398
H: 4.215 -3.918 4.534
H: 1.436 -2.737 2.944
C: 0.337 4.116 -2.714
C: 0.921 2.720 -2.908
C: 0.266 2.042 -4.115
O: 2.373 2.817 -3.152
H: 0.821 4.553 -1.848
H: -0.721 3.981 -2.585
H: 0.567 4.744 -3.587
H: 0.800 2.175 -1.958
H: 0.457 2.692 -4.969
H: -0.772 1.854 -3.975
H: 0.875 1.135 -4.253
H: 2.567 2.174 -3.862
C: 4.104 0.344 3.810
C: 2.668 0.845 3.611
C: 1.955 1.056 4.971
O: 2.756 2.003 2.796
H: 4.012 -0.677 4.213
H: 4.699 0.947 4.540
H: 4.524 0.392 2.819
H: 2.073 0.063 3.164
H: 2.112 1.974 5.472
H: 2.179 0.277 5.736
H: 0.888 0.948 4.793
H: 1.881 2.402 2.717
C: -4.734 -0.091 -4.513
C: -3.273 0.243 -4.859
C: -3.057 0.621 -6.243
O: -2.816 1.346 -4.045
H: -5.220 0.889 -4.420
H: -4.759 -0.709 -3.611
H: -5.272 -0.638 -5.322
H: -2.637 -0.660 -4.698
H: -2.074 1.068 -6.336
H: -3.700 1.440 -6.624
H: -3.047 -0.113 -6.973
H: -3.094 1.359 -3.129
C: 1.341 -0.494 -1.578
C: 1.588 -0.692 -0.089
C: 3.057 -0.605 0.290
O: 0.830 0.209 0.720
H: 1.746 0.543 -1.829
H: 0.260 -0.452 -1.791
H: 1.918 -1.221 -2.188
H: 1.128 -1.676 0.172
H: 3.241 0.488 0.219
H: 3.635 -1.247 -0.356
H: 3.238 -0.955 1.396
H: 1.161 1.111 0.724
C: -1.972 -2.673 -1.345
C: -3.049 -2.618 -0.272
C: -3.569 -4.077 0.182
O: -2.435 -2.061 0.871
H: -1.110 -3.240 -0.926
H: -1.558 -1.744 -1.731
H: -2.321 -3.185 -2.267
H: -3.884 -1.972 -0.487
H: -3.793 -4.648 -0.690
H: -4.434 -4.067 0.864
H: -2.746 -4.633 0.599
H: -2.161 -1.127 0.749
C: -3.241 2.914 1.643
C: -1.987 2.082 1.804
C: -1.738 1.522 3.189
O: -1.959 0.939 0.893
H: -4.162 2.327 1.803
H: -3.319 3.328 0.685
H: -3.255 3.805 2.257
H: -1.087 2.628 1.602
H: -2.672 0.952 3.436
H: -1.714 2.359 3.899
H: -0.803 0.972 3.236
H: -1.039 1.041 0.551
O: -3.963 0.995 -1.209
H: -3.992 0.037 -1.031
H: -3.308 1.356 -0.593
O: -0.392 -1.852 2.912
H: -1.030 -2.198 2.267
H: -0.090 -1.050 2.437
O: 3.322 2.809 -0.460
H: 3.176 3.140 -1.369
H: 4.170 3.068 -0.221
O: 1.059 3.067 0.689
H: 1.989 3.137 0.408
H: 0.589 3.735 0.202

Taken from the Löwdin analysis, the atomic charges in e are: -0.06, -0.48, -0.05, -0.05, 0.07, 0.07, 0.06, 0.14, 0.10, 0.06, 0.08, 0.01, -0.04, -0.47, -0.04, -0.09, 0.06, 0.08, 0.10, 0.10, 0.09, 0.04, 0.08, 0.09, -0.05, -0.49, -0.04, -0.05, 0.08, 0.09, 0.06, 0.10, 0.06, 0.09, 0.05, 0.07, -0.04, -0.50, -0.08, -0.08, 0.09, 0.07, 0.09, 0.14, 0.08, 0.10, 0.06, 0.04, -0.04, -0.48, -0.03, -0.08, 0.07, 0.07, 0.10, 0.13, 0.07, 0.07, 0.10, 0.04, -0.05, -0.44, -0.02, -0.10, 0.09, 0.05, 0.09, 0.11, 0.05, 0.08, 0.07, 0.07, -0.04, -0.46, -0.04, -0.10, 0.10, 0.05, 0.08, 0.10, 0.11, 0.09, 0.05, 0.08, -0.05, 0.03, 0.01, -0.05, 0.02, 0.02, -0.01, 0.06, 0.04, -0.06, 0.00, 0.03

***

(B)
# C21H64O11

A cluster of 11 separate species, C21H64O11 in total (the ωB97M-V functional and the def2-TZVPD basis, the Open Molecules 2025 dataset).

The HOMO energy comes out at -9.27 eV. As for the structure (SMILES): CC(C)O.CC(C)O.CC(C)O.CC(C)O.CC(C)O.CO.CO.CO.CO.CO.CO. The value obtained for the LUMO energy is 0.1 eV. The calculation puts the HOMO-LUMO gap at 0.3445 Ha.

Element x y z (Å)
C: 2.108 3.885 -3.141
C: 2.139 2.526 -2.379
C: 3.576 1.996 -2.237
O: 1.522 2.623 -1.112
H: 2.439 3.794 -4.173
H: 2.637 4.683 -2.658
H: 1.063 4.185 -3.246
H: 1.551 1.770 -2.910
H: 3.402 1.083 -1.661
H: 4.160 2.762 -1.609
H: 4.203 1.843 -3.123
H: 1.273 1.711 -0.837
C: -2.351 2.438 3.954
C: -3.021 3.281 2.956
C: -2.136 3.646 1.832
O: -4.321 2.755 2.586
H: -1.507 2.932 4.438
H: -1.984 1.530 3.510
H: -2.991 2.144 4.739
H: -3.259 4.236 3.455
H: -1.835 2.707 1.362
H: -1.238 4.156 2.150
H: -2.644 4.093 0.966
H: -4.079 2.046 1.987
C: 1.317 2.252 3.473
C: 2.760 1.903 3.502
C: 3.093 0.578 2.743
O: 3.545 3.015 2.826
H: 0.702 1.440 3.843
H: 0.850 2.469 2.485
H: 1.187 3.168 4.073
H: 3.048 1.818 4.510
H: 2.806 -0.253 3.363
H: 4.148 0.590 2.519
H: 2.601 0.602 1.760
H: 3.459 3.802 3.421
C: 0.446 -2.673 -3.746
C: 1.195 -1.332 -3.883
C: 2.516 -1.575 -4.557
O: 0.421 -0.402 -4.680
H: 0.522 -3.266 -4.649
H: -0.562 -2.511 -3.472
H: 1.018 -3.191 -2.956
H: 1.367 -0.888 -2.880
H: 2.315 -2.154 -5.465
H: 3.227 -2.048 -3.838
H: 2.886 -0.645 -4.922
H: -0.345 -0.008 -4.174
C: -1.118 -1.560 -0.658
C: -0.639 -0.302 0.065
C: -0.556 -0.362 1.562
O: 0.756 -0.055 -0.334
H: -1.258 -1.247 -1.693
H: -2.102 -1.810 -0.199
H: -0.434 -2.407 -0.417
H: -1.075 0.614 -0.287
H: -1.516 -0.367 2.079
H: -0.148 0.594 1.853
H: 0.129 -1.126 1.894
H: 1.321 -0.833 -0.261
C: -1.546 -4.101 2.174
O: -2.876 -4.612 2.406
H: -1.725 -3.158 1.643
H: -1.008 -3.999 3.139
H: -0.983 -4.802 1.536
H: -2.865 -5.580 2.474
C: -4.150 1.201 -0.533
O: -3.919 0.622 0.818
H: -3.658 2.169 -0.470
H: -3.748 0.583 -1.308
H: -5.239 1.296 -0.640
H: -4.290 -0.263 0.815
C: -1.642 2.246 -3.456
O: -1.933 0.851 -3.426
H: -1.112 2.454 -2.526
H: -1.026 2.516 -4.283
H: -2.548 2.868 -3.536
H: -2.564 0.657 -4.111
C: 2.768 -3.383 2.802
O: 2.606 -4.043 1.531
H: 3.816 -3.235 3.103
H: 2.298 -2.467 2.686
H: 2.322 -3.972 3.604
H: 2.848 -4.989 1.596
C: 4.086 -2.099 -0.645
O: 2.662 -2.193 -0.625
H: 4.450 -2.187 0.335
H: 4.512 -2.827 -1.374
H: 4.428 -1.163 -1.014
H: 2.475 -3.047 -0.196
C: -4.982 -2.641 -0.354
O: -4.301 -2.234 0.771
H: -4.414 -3.281 -0.996
H: -5.930 -3.103 -0.064
H: -5.304 -1.747 -0.948
H: -4.098 -2.988 1.319

Taken from the Löwdin analysis, the atomic charges in e are: -0.04, -0.50, -0.05, -0.07, 0.07, 0.07, 0.06, 0.12, 0.05, 0.11, 0.07, 0.05, -0.06, -0.51, -0.06, -0.04, 0.08, 0.06, 0.07, 0.14, 0.07, 0.08, 0.09, 0.02, -0.09, -0.42, -0.03, -0.09, 0.07, 0.09, 0.09, 0.11, 0.06, 0.07, 0.08, 0.09, -0.05, -0.49, -0.06, -0.09, 0.07, 0.04, 0.08, 0.12, 0.08, 0.09, 0.06, 0.06, -0.02, -0.41, -0.05, -0.11, 0.06, 0.06, 0.10, 0.12, 0.08, 0.04, 0.08, 0.04, -0.12, -0.14, 0.05, 0.09, 0.08, 0.08, -0.07, -0.16, 0.07, 0.05, 0.09, 0.03, -0.12, -0.14, 0.08, 0.07, 0.09, 0.08, -0.11, -0.14, 0.09, 0.03, 0.08, 0.10, -0.12, -0.15, 0.06, 0.10, 0.06, 0.06, -0.16, -0.13, 0.07, 0.09, 0.09, 0.06

***

Short version: (A) is the most stable of them.

***

(A)
# C4H11N2O

The ion C4H11N2O with charge +1 (the ωB97M-V functional and the def2-TZVPD basis, the Open Molecules 2025 dataset).

As for the net charge: +1. The HOMO energy comes out at -14.85 eV. As for the structure (SMILES): C[N@H+]1CN[C@@]1(C)O. The value obtained for the LUMO energy is -3.0 eV. The calculation puts the HOMO-LUMO gap at 0.4348 Ha.

Element x y z (Å)
C: 1.637 -1.129 0.207
N: 0.657 -0.079 0.354
C: 0.746 1.182 -0.453
N: -0.343 0.795 -1.260
C: -0.822 -0.212 -0.409
C: -1.886 0.187 0.800
O: -1.036 -1.457 -0.862
H: 2.222 -0.917 -0.752
H: 2.327 -1.114 1.010
H: 1.089 -2.148 0.166
H: 0.373 0.152 1.311
H: 1.680 1.276 -1.007
H: 0.399 1.937 0.207
H: -0.859 1.636 -1.544
H: -2.943 -0.184 0.477
H: -1.925 1.213 1.018
H: -1.739 -0.259 1.745
H: -0.684 -1.345 -1.798

Taken from the natural (NBO) analysis, the atomic charges in e are: -0.44, -0.41, -0.02, -0.67, 0.63, -0.70, -0.64, 0.23, 0.24, 0.26, 0.43, 0.23, 0.20, 0.41, 0.27, 0.23, 0.24, 0.51

***

(B)
# C4H11N2O

The ion C4H11N2O with charge +1 (the ωB97M-V functional and the def2-TZVPD basis, the Open Molecules 2025 dataset).

As for the net charge: +1. The HOMO energy comes out at -14.39 eV. As for the structure (SMILES): C/[NH+]=C/[C@H](N)OC. The value obtained for the LUMO energy is -3.7 eV. The calculation puts the HOMO-LUMO gap at 0.3926 Ha.

Element x y z (Å)
C: 2.935 -0.423 0.272
N: 1.546 -0.670 -0.086
C: 0.774 0.106 -0.719
C: -0.747 0.332 -0.451
N: -0.302 1.425 0.349
O: -1.466 -0.534 0.357
C: -2.865 -0.632 0.052
H: 3.675 -0.511 -0.508
H: 3.029 0.573 0.696
H: 3.176 -1.077 1.055
H: 1.185 -1.677 0.244
H: 1.080 0.802 -1.403
H: -1.569 0.555 -1.234
H: -0.300 2.408 0.102
H: -0.568 1.313 1.273
H: -3.283 -1.027 0.945
H: -2.973 -1.243 -0.840
H: -3.327 0.282 -0.103

Taken from the natural (NBO) analysis, the atomic charges in e are: -0.43, -0.49, 0.26, 0.22, -0.79, -0.53, -0.25, 0.24, 0.23, 0.23, 0.45, 0.21, 0.22, 0.42, 0.41, 0.22, 0.19, 0.18

***

Short version: (A) is the most stable of them.